Record 1
Molecular formula: C24H18Cl6N2O3
Method: DFT, ωB97M-V/def2-TZVPD

Output
ΔE to the lowest compared entry with this formula, charge and spin   1.6210 eV
Gap between HOMO and LUMO   3.40 eV
Total charge   0
Total energy   -4021.48943 a.u.
Multiplicity   1

Last column: Löwdin charge in e.
Positions of all 53 atoms, in Å:
1 Cl -1.023 1.337 1.069  0.40
2 C -1.694 4.202 0.850  -0.72
3 Cl -1.037 4.339 -0.685  0.80
4 C -3.154 3.937 0.827  -0.53
5 O -3.696 3.354 -0.033  0.08
6 C -3.848 4.596 1.978  -0.61
7 Cl -5.539 4.545 1.930  0.76
8 C -3.159 5.221 2.986  -0.70
9 Cl -4.027 6.042 4.229  0.70
10 C -1.760 5.191 3.024  -0.69
11 Cl -0.920 5.928 4.309  0.73
12 C -1.042 4.620 1.962  -0.76
13 Cl 0.675 4.566 2.009  0.70
14 O 5.512 0.245 3.435  0.05
15 N 5.156 -0.823 2.887  -0.33
16 O 5.962 -1.755 2.660  0.05
17 C 3.798 -0.963 2.513  -0.16
18 C 3.385 -2.118 1.798  0.02
19 C 2.155 -2.132 1.169  -0.01
20 C 1.297 -0.995 1.210  -0.22
21 C 0.058 -0.858 0.491  -0.15
22 C -0.164 -1.375 -0.765  -0.17
23 N -1.392 -1.430 -1.305  -0.03
24 C -2.561 -0.952 -0.619  -0.17
25 C -3.711 -0.959 -1.635  -0.14
26 C -3.117 -1.417 -2.965  -0.14
27 C -1.610 -1.686 -2.731  -0.11
28 C 0.986 -1.904 -1.591  -0.18
29 C 2.069 -1.053 -1.832  -0.02
30 C 3.132 -1.450 -2.649  -0.06
31 C 3.141 -2.729 -3.211  -0.07
32 C 2.057 -3.595 -2.988  -0.07
33 C 1.000 -3.176 -2.181  -0.06
34 C 1.656 0.048 2.073  -0.05
35 C 2.886 0.092 2.699  0.02
36 H 4.097 -2.946 1.719  0.12
37 H 1.854 -3.042 0.625  0.13
38 H -0.854 -0.573 1.128  0.01
39 H -2.781 -1.585 0.244  0.13
40 H -2.382 0.069 -0.221  0.04
41 H -4.497 -1.635 -1.292  0.11
42 H -4.138 0.045 -1.701  0.11
43 H -3.599 -2.325 -3.328  0.11
44 H -3.231 -0.655 -3.740  0.11
45 H -0.999 -1.024 -3.371  0.14
46 H -1.372 -2.694 -3.000  0.09
47 H 2.065 -0.071 -1.375  0.13
48 H 3.969 -0.768 -2.818  0.11
49 H 3.983 -3.055 -3.826  0.11
50 H 2.061 -4.595 -3.430  0.11
51 H 0.176 -3.875 -1.998  0.12
52 H 0.952 0.873 2.187  0.03
53 H 3.227 0.962 3.280  0.13

Record 2
Molecular formula: C24H18ClN4ORbS2
Method: DFT, ωB97M-V/def2-TZVPD

Output
Gap between HOMO and LUMO   6.51 eV
Total charge   0
Total energy   -2500.33762 a.u.
Multiplicity   1

Last column: Löwdin charge in e.
Positions of all 51 atoms, in Å:
1 Rb -0.623 0.184 0.388  1.05
2 Cl 5.298 -0.358 5.581  0.61
3 C 3.817 -0.194 4.661  -0.69
4 C 2.621 0.109 5.322  -0.12
5 C 1.445 0.213 4.632  -0.02
6 C 1.357 0.016 3.216  -0.43
7 O 0.244 0.001 2.618  -0.33
8 C 2.618 -0.210 2.555  -0.13
9 C 2.857 -0.291 1.114  -0.11
10 N 2.117 0.100 0.139  0.00
11 C 2.687 0.047 -1.169  -0.20
12 C 4.028 0.174 -1.403  -0.02
13 C 4.561 0.153 -2.716  -0.07
14 C 3.751 0.031 -3.797  -0.05
15 C 2.346 -0.057 -3.604  -0.16
16 C 1.450 -0.134 -4.697  -0.02
17 C 0.111 -0.177 -4.479  -0.05
18 C -0.346 -0.153 -3.139  -0.15
19 N 0.450 -0.101 -2.108  -0.01
20 C 1.802 -0.045 -2.309  -0.16
21 C 3.805 -0.355 3.304  -0.09
22 H 2.632 0.251 6.396  0.10
23 H 0.517 0.423 5.150  0.11
24 H 3.841 -0.728 0.907  0.11
25 H 4.708 0.325 -0.576  0.11
26 H 5.632 0.250 -2.847  0.11
27 H 4.153 0.025 -4.802  0.11
28 H 1.848 -0.151 -5.705  0.12
29 H -0.597 -0.230 -5.295  0.10
30 H -1.414 -0.182 -2.937  0.11
31 H 4.730 -0.576 2.784  0.10
32 C -2.289 -3.655 0.084  -0.06
33 C -3.383 -2.634 0.124  -0.66
34 N -3.151 -1.348 0.091  0.03
35 C -4.353 -0.661 0.155  -0.33
36 C -5.463 -1.436 0.241  -0.35
37 S -5.019 -3.078 0.182  1.09
38 C -4.363 0.820 0.165  -0.33
39 C -5.475 1.595 0.269  -0.35
40 S -5.024 3.232 0.261  1.09
41 C -3.393 2.794 0.117  -0.66
42 N -3.169 1.505 0.075  0.01
43 C -2.309 3.822 0.055  -0.07
44 H -1.325 -3.149 0.097  0.08
45 H -2.343 -4.254 -0.825  0.08
46 H -2.329 -4.326 0.942  0.08
47 H -6.487 -1.112 0.319  0.07
48 H -6.498 1.273 0.355  0.07
49 H -2.714 4.831 -0.009  0.07
50 H -1.685 3.652 -0.822  0.09
51 H -1.674 3.770 0.940  0.09

Record 3
Molecular formula: C24H18CrNO3
Method: DFT, ωB97M-V/def2-TZVPD

Output
ΔE to the lowest compared entry with this formula, charge and spin   0.0000 eV
Gap between HOMO and LUMO (alpha / beta)   6.57 / 6.25 eV
Total charge   +2
Total energy   -2249.61034 a.u.
Multiplicity   4

Last column: Löwdin charge in e.
Positions of all 47 atoms, in Å:
1 O 2.348 -2.134 -5.552  0.23
2 C 1.366 -1.965 -4.949  -0.03
3 Cr -0.214 -1.956 -3.883  0.32
4 C 0.865 -2.740 -2.548  -0.07
5 O 1.604 -3.300 -1.838  0.19
6 C -0.403 -3.722 -4.584  -0.02
7 O -0.357 -4.809 -4.999  0.24
8 C -1.631 -0.815 -5.046  -0.07
9 C -0.628 0.041 -4.567  -0.09
10 C -0.330 0.047 -3.195  -0.09
11 C -1.149 -0.637 -2.271  -0.28
12 C -0.903 -0.459 -0.859  0.08
13 C -0.553 -0.254 0.291  0.07
14 C -0.173 -0.380 1.698  -0.23
15 C 1.318 -0.359 1.914  -0.20
16 C 1.818 -0.809 3.141  -0.02
17 C 3.176 -0.675 3.431  -0.04
18 C 4.034 -0.111 2.475  -0.05
19 C 3.553 0.232 1.210  -0.05
20 C 2.190 0.084 0.918  -0.03
21 C -2.007 -1.630 -2.788  -0.08
22 C -2.315 -1.665 -4.161  -0.09
23 H -1.853 -0.847 -6.116  0.16
24 H -0.061 0.690 -5.239  0.16
25 H 0.498 0.646 -2.805  0.15
26 H -0.560 -1.325 2.093  0.16
27 H 1.129 -1.262 3.863  0.12
28 H 3.559 -1.027 4.393  0.12
29 H 5.085 0.034 2.715  0.12
30 H 4.224 0.609 0.433  0.12
31 H 1.780 0.313 -0.068  0.10
32 H -2.481 -2.336 -2.099  0.16
33 H -3.070 -2.365 -4.531  0.16
34 C -1.127 4.446 2.477  -0.02
35 C -1.268 2.999 2.850  -0.20
36 C -2.078 2.662 3.932  0.04
37 C -2.200 1.324 4.290  0.02
38 C -1.537 0.357 3.549  0.02
39 N -0.789 0.686 2.470  -0.01
40 C -0.613 1.990 2.140  0.07
41 H -0.437 4.569 1.639  0.09
42 H -2.096 4.882 2.194  0.11
43 H -0.754 5.038 3.325  0.11
44 H -2.599 3.447 4.477  0.15
45 H -2.801 0.991 5.135  0.14
46 H -1.591 -0.713 3.763  0.15
47 H 0.028 2.207 1.279  0.16

Record 4
Molecular formula: C24H18F12N3O2Pt
Method: DFT, ωB97M-V/def2-TZVPD

Output
Gap between HOMO and LUMO (alpha / beta)   9.25 / 6.46 eV
Total charge   +1
Total energy   -2557.53961 a.u.
Multiplicity   5

Last column: Löwdin charge in e.
Positions of all 60 atoms, in Å:
1 Pt 0.195 -1.436 -0.332  1.51
2 C -5.071 1.665 3.180  -0.02
3 C -3.887 0.834 2.807  -0.21
4 C -2.826 0.628 3.685  0.00
5 C -1.750 -0.133 3.305  0.04
6 C -1.674 -0.734 2.019  -0.18
7 N -0.555 -1.423 1.722  0.06
8 C 0.303 -1.991 2.650  -0.22
9 C -0.251 -2.840 3.619  0.01
10 C 0.551 -3.494 4.527  -0.01
11 C 1.932 -3.323 4.500  -0.23
12 C 2.812 -4.041 5.477  -0.03
13 C 2.476 -2.475 3.540  0.04
14 C 1.696 -1.804 2.606  -0.05
15 C 2.356 -0.823 1.635  -0.31
16 O 1.523 -0.365 0.626  -0.24
17 C 2.773 0.450 2.422  -0.56
18 F 3.408 1.317 1.640  0.20
19 F 3.564 0.166 3.461  0.18
20 F 1.664 1.035 2.895  0.17
21 C 3.580 -1.470 0.922  -0.56
22 F 3.941 -0.771 -0.150  0.18
23 F 3.225 -2.703 0.492  0.14
24 F 4.654 -1.603 1.700  0.18
25 C -2.755 -0.514 1.107  -0.03
26 C -3.818 0.252 1.532  0.04
27 C -2.772 -1.116 -0.306  -0.33
28 O -1.738 -1.995 -0.521  -0.25
29 C -4.045 -1.986 -0.509  -0.56
30 F -4.153 -2.842 0.520  0.17
31 F -5.176 -1.278 -0.575  0.17
32 F -3.952 -2.705 -1.627  0.18
33 C -2.686 0.025 -1.358  -0.56
34 F -3.694 0.895 -1.291  0.18
35 F -1.541 0.713 -1.148  0.12
36 F -2.637 -0.462 -2.595  0.19
37 H -5.003 2.018 4.207  0.09
38 H -5.993 1.091 3.069  0.10
39 H -5.149 2.532 2.522  0.10
40 H -2.840 1.085 4.665  0.13
41 H -0.907 -0.251 3.971  0.13
42 H -1.324 -2.986 3.618  0.13
43 H 0.102 -4.148 5.264  0.13
44 H 2.447 -3.910 6.496  0.09
45 H 3.837 -3.679 5.429  0.08
46 H 2.821 -5.112 5.269  0.09
47 H 3.546 -2.329 3.546  0.13
48 H -4.649 0.420 0.862  0.13
49 C -0.382 -6.886 -1.441  0.02
50 N 0.244 -5.573 -1.390  -0.11
51 C 1.431 -5.214 -1.983  -0.02
52 C 1.612 -3.893 -1.722  -0.11
53 N 0.541 -3.455 -0.980  -0.10
54 C -0.262 -4.489 -0.795  -0.12
55 H 0.323 -7.591 -1.871  0.10
56 H -1.276 -6.850 -2.060  0.10
57 H -0.640 -7.214 -0.436  0.10
58 H 2.028 -5.922 -2.530  0.13
59 H 2.421 -3.241 -2.000  0.11
60 H -1.206 -4.455 -0.277  0.15

- Look up the multiplicity of the fourth one.
  5